Entry 1:
DFT (ωB97M-V/def2-TZVPD) results for 2 unconnected molecules or ions with the total composition C3H8OS2 at a distorted geometry.

Calculated values
HOMO energy, eV: -8.60
Structure (SMILES): C=CO.CSS
Strongest force on any atom, eV/A: 5.59
Energy, eV: -26956.5412

Last column: natural (NBO) charge in e.
Element x y z (Å)
C -1.936 -0.671 -1.278  -0.74
S -0.364 -1.643 -1.343  0.09
S -0.608 -2.341 0.597  -0.14
H -1.887 0.338 -1.163  0.21
H -2.601 -0.967 -2.110  0.23
H -2.598 -1.081 -0.344  0.23
H -1.170 -1.240 1.152  0.12
C 1.245 1.074 -0.245  -0.48
C 2.043 1.250 0.814  0.13
O 1.689 1.478 2.166  -0.71
H 1.601 0.746 -1.195  0.22
H 0.188 1.204 -0.167  0.19
H 3.176 1.199 0.709  0.17
H 1.221 0.654 2.407  0.48

Entry 2:
DFT (ωB97M-V/def2-TZVPD) results for a single C3H8OSi molecule at a distorted geometry.

Calculated values
HOMO energy, eV: -9.11
Structure (SMILES): C[SiH2]C(C)=O
Strongest force on any atom, eV/A: 2.84
Energy, eV: -13164.7470

Last column: natural (NBO) charge in e.
Element x y z (Å)
C 1.098 0.427 -0.446  0.24
C 1.974 -0.129 0.700  -0.71
C -2.055 -0.003 0.425  -1.07
O 1.599 1.201 -1.219  -0.54
Si -0.680 -0.018 -0.948  1.00
H 2.266 -1.109 0.382  0.23
H 1.425 -0.022 1.603  0.22
H 2.825 0.506 0.702  0.23
H -1.695 -0.642 1.294  0.24
H -2.947 -0.532 0.279  0.25
H -2.252 1.027 0.788  0.24
H -0.520 -1.482 -1.453  -0.17
H -1.038 0.774 -2.107  -0.16

Entry 3:
DFT (ωB97M-V/def2-TZVPD) results for a gas-phase ion, C3H8S2 (charge -1) at a distorted geometry.

Calculated values
HOMO energy (alpha / beta), eV: 0.90 / -4.71
Net charge: -1
Strongest force on any atom, eV/A: 2.11
Energy, eV: -24910.2397
2S+1: 2

Last column: natural (NBO) charge in e.
Element x y z (Å)
C 2.209 0.332 -1.000  -0.66
C 0.722 0.332 -0.637  -0.53
S 0.386 0.709 1.114  -0.23
S -1.646 1.050 1.026  -0.35
C -2.318 -0.658 1.213  -0.81
H 2.696 1.266 -0.728  0.21
H 2.760 -0.460 -0.484  0.20
H 2.267 0.064 -2.058  0.19
H 0.336 -0.684 -0.772  0.19
H 0.154 0.970 -1.311  0.20
H -2.267 -1.197 0.265  0.19
H -3.369 -0.414 1.377  0.21
H -1.931 -1.310 1.994  0.20

Entry 4:
DFT (ωB97M-V/def2-TZVPD) results for a single C3H8S2 molecule at a distorted geometry.

Calculated values
HOMO energy, eV: -9.08
Structure (SMILES): CCCSS
Strongest force on any atom, eV/A: 4.43
Energy, eV: -24909.1773

Last column: natural (NBO) charge in e.
Element x y z (Å)
C 0.684 -0.716 -0.122  -0.40
C 1.857 0.295 -0.067  -0.61
C -0.734 -0.107 0.050  -0.63
S -1.989 -0.703 -1.007  0.19
S -3.456 1.198 -0.070  -0.16
H 0.658 -1.160 -1.179  0.19
H 0.824 -1.612 0.487  0.21
H 2.026 0.676 -1.069  0.22
H 2.718 -0.362 0.296  0.22
H 1.673 1.088 0.660  0.21
H -0.872 -0.226 1.210  0.21
H -0.541 1.008 -0.156  0.23
H -2.848 0.621 0.967  0.13

Entry 5:
DFT (ωB97M-V/def2-TZVPD) results for a molecular structure, C3H9AgCl2NO7P at a distorted geometry.

Calculated values
HOMO energy, eV: -1.48
Net charge: -2
Strongest force on any atom, eV/A: 1.40
Energy, eV: -57414.1427

Last column: natural (NBO) charge in e.
Element x y z (Å)
Ag 1.345 -2.008 1.866  0.87
Cl -1.131 -2.475 2.809  -0.94
Cl 2.991 -2.211 4.010  -0.94
N 3.624 -3.350 -0.466  0.71
O 2.426 -3.262 -0.054  -0.59
O 4.290 -4.375 -0.241  -0.53
O 4.091 -2.447 -1.210  -0.57
C -1.977 2.906 0.711  -0.24
O -1.212 1.793 1.134  -0.80
P -0.426 0.906 0.093  2.61
O 0.430 -0.100 0.646  -1.09
O -1.550 0.317 -0.854  -0.84
C -2.536 -0.552 -0.290  -0.28
O 0.260 1.989 -0.825  -0.83
C 0.942 1.497 -1.996  -0.26
H -2.055 2.968 -0.375  0.19
H -1.552 3.830 1.109  0.18
H -2.987 2.828 1.125  0.18
H -2.803 -1.324 -1.007  0.18
H -3.414 0.018 0.020  0.16
H -2.154 -1.083 0.595  0.26
H 1.735 2.204 -2.226  0.18
H 0.224 1.383 -2.802  0.18
H 1.441 0.549 -1.773  0.23

Entry 6:
DFT (ωB97M-V/def2-TZVPD) results for a molecular structure, C3H9AlN.

Calculated values
HOMO energy, eV: -3.73
Net charge: -1
Strongest force on any atom, eV/A: 0.19
Energy, eV: -11344.7398

Last column: natural (NBO) charge in e.
Element x y z (Å)
C 1.415 -0.020 0.125  -0.70
C 0.038 -0.352 -0.460  0.27
C 0.075 -1.143 -1.772  -0.68
N -1.056 0.011 0.031  -0.84
Al -1.401 1.086 1.564  1.00
H 1.430 -0.226 1.195  0.23
H 1.628 1.045 0.019  0.23
H 2.220 -0.584 -0.355  0.18
H -0.845 -1.722 -1.857  0.22
H 0.094 -0.441 -2.614  0.20
H 0.939 -1.806 -1.870  0.18
H -2.657 2.066 1.202  -0.43
H -1.778 0.089 2.806  -0.43
H -0.101 1.997 1.986  -0.44

Entry 7:
DFT (ωB97M-V/def2-TZVPD) results for a single C3H9B molecule at a distorted geometry.

Calculated values
HOMO energy, eV: -10.19
Structure (SMILES): CBCC
Strongest force on any atom, eV/A: 3.35
Energy, eV: -3932.1901

Last column: natural (NBO) charge in e.
Element x y z (Å)
B 0.678 0.237 -0.585  0.68
C 0.666 -0.943 -1.510  -1.06
C -1.168 0.666 1.134  -0.60
C 0.265 0.069 1.012  -0.73
H 1.043 1.311 -0.873  -0.09
H 1.248 -0.797 -2.404  0.23
H -0.329 -1.305 -1.819  0.27
H 0.972 -1.933 -1.124  0.25
H -2.009 0.254 0.528  0.20
H -1.585 0.924 2.086  0.21
H -0.994 1.628 0.629  0.20
H 0.777 0.822 1.601  0.22
H 0.436 -0.933 1.325  0.21

Entry 8:
DFT (ωB97M-V/def2-TZVPD) results for a single C3H9B molecule at a distorted geometry.

Calculated values
HOMO energy, eV: -10.17
Structure (SMILES): BC(C)C
Strongest force on any atom, eV/A: 3.26
Energy, eV: -3931.0867

Last column: natural (NBO) charge in e.
Element x y z (Å)
B 1.004 -0.112 1.413  0.45
C -0.166 -1.142 -0.780  -0.61
C -0.462 1.338 -0.487  -0.61
C -0.343 -0.006 0.220  -0.48
H -1.237 -0.184 0.822  0.22
H 0.932 -1.176 1.906  -0.13
H 0.745 -1.004 -1.358  0.20
H -1.005 -1.164 -1.474  0.21
H -0.108 -2.103 -0.278  0.21
H 0.409 1.520 -1.117  0.20
H -1.347 1.366 -1.124  0.20
H -0.538 2.150 0.235  0.21
H 2.114 0.516 2.020  -0.07

Entry 9:
DFT (ωB97M-V/def2-TZVPD) results for a gas-phase ion, C3H9BNO2 (charge +1) at a distorted geometry.

Calculated values
HOMO energy, eV: -13.76
Structure (SMILES): C=C[C@H]([NH3+])B(O)O
Net charge: +1
Strongest force on any atom, eV/A: 3.69
Energy, eV: -9513.0527

Last column: natural (NBO) charge in e.
Element x y z (Å)
B -0.516 -1.125 0.190  1.12
C 2.218 -0.097 -0.618  -0.32
C 1.316 0.806 -0.245  -0.25
C -0.189 0.541 -0.346  -0.37
N -1.088 1.469 0.409  -0.68
O 0.204 -2.153 -0.198  -0.87
O -1.546 -1.189 1.039  -0.93
H 3.222 0.163 -0.728  0.23
H 1.727 -1.013 -0.884  0.22
H 1.509 1.863 -0.145  0.20
H -0.576 0.629 -1.405  0.25
H -1.721 2.211 -0.056  0.45
H -1.801 0.902 0.885  0.46
H -0.507 1.992 0.987  0.43
H -0.165 -2.997 0.120  0.52
H -2.087 -2.001 0.995  0.52

Entry 10:
DFT (ωB97M-V/def2-TZVPD) results for 2 unconnected molecules or ions with the total composition C3H9BNO2 at a distorted geometry.

Calculated values
HOMO energy, eV: -14.51
Net charge: +1
Strongest force on any atom, eV/A: 3.27
Energy, eV: -9512.8202

Last column: natural (NBO) charge in e.
Element x y z (Å)
B 2.796 -0.217 -0.341  1.30
C -2.177 -1.221 0.139  -0.67
C -1.500 0.127 -0.029  -0.10
C -0.191 0.359 0.084  -0.13
N 0.261 1.718 0.175  -0.70
O 2.725 1.002 -0.439  -0.93
O 2.740 -1.496 -0.269  -0.93
H -2.083 -1.774 -0.775  0.25
H -3.306 -1.109 0.277  0.24
H -2.271 0.916 -0.152  0.22
H 0.463 -0.470 -0.050  0.23
H 1.305 1.851 0.331  0.50
H 0.025 2.252 -0.734  0.46
H -0.238 2.087 0.937  0.44
H -1.934 -1.755 1.039  0.25
H 3.385 -2.270 -0.194  0.59

Entry 11:
DFT (ωB97M-V/def2-TZVPD) results for a gas-phase ion, C3H9BrN3 (charge +1) at a distorted geometry.

Calculated values
HOMO energy (alpha / beta), eV: -9.26 / -14.62
Net charge: +1
Strongest force on any atom, eV/A: 6.38
Energy, eV: -77756.2667
2S+1: 3

Last column: natural (NBO) charge in e.
Element x y z (Å)
C -0.671 1.359 0.660  0.25
C 1.115 -1.712 0.045  -0.70
C 1.197 -0.268 0.405  -0.27
N -1.703 1.927 0.070  -0.76
N -0.001 0.439 -0.006  -0.24
N -0.271 0.224 -1.399  -0.65
Br 2.908 0.384 -0.268  0.48
H -0.284 1.229 1.704  0.24
H 1.325 -2.029 -1.089  0.23
H 0.034 -2.034 0.272  0.25
H 1.899 -2.207 0.672  0.26
H 1.527 -0.233 1.670  0.28
H -2.134 2.747 0.497  0.43
H -1.685 1.870 -0.962  0.44
H -0.617 -0.732 -1.419  0.39
H 0.509 0.398 -1.954  0.37

Entry 12:
DFT (ωB97M-V/def2-TZVPD) results for a single C3H9BrOSi molecule at a distorted geometry.

Calculated values
HOMO energy, eV: -10.00
Structure (SMILES): CO[Si](C)(C)Br
Strongest force on any atom, eV/A: 4.25
Energy, eV: -83226.1781

Last column: natural (NBO) charge in e.
Element x y z (Å)
C -0.170 2.196 -0.005  -0.26
C -0.452 -0.689 1.500  -1.21
C 0.055 -1.671 -1.585  -1.16
O -0.201 1.008 -0.759  -0.91
Si 0.288 -0.435 -0.209  1.86
Br 2.581 0.014 0.362  -0.43
H -0.934 2.427 0.744  0.18
H -0.045 2.865 -0.812  0.20
H 0.722 2.327 0.511  0.18
H -1.054 0.158 1.839  0.25
H -1.238 -1.511 1.665  0.25
H 0.331 -0.935 2.349  0.27
H 0.206 -1.150 -2.608  0.27
H 0.829 -2.299 -1.619  0.24
H -0.918 -2.304 -1.372  0.26

Entry 13:
DFT (ωB97M-V/def2-TZVPD) results for 2 unconnected molecules or ions with the total composition C3H9Cl2OPSi at a distorted geometry.

Calculated values
HOMO energy, eV: -10.27
Structure (SMILES): C[Si](C)(C)Cl.O=PCl
Strongest force on any atom, eV/A: 5.11
Energy, eV: -47517.8668

Last column: natural (NBO) charge in e.
Element x y z (Å)
C 0.382 0.946 1.580  -1.11
C 0.283 0.587 -1.662  -1.09
C -0.843 -1.603 -0.115  -1.11
O 5.263 -2.056 -1.466  -0.99
Si 0.429 -0.239 0.067  1.55
P 4.872 -2.546 -0.162  1.33
Cl 2.199 -1.253 -0.170  -0.42
Cl 5.489 -1.302 1.319  -0.35
H 0.181 0.435 2.525  0.25
H 1.274 1.575 1.623  0.26
H -0.241 1.787 1.495  0.25
H -0.061 1.593 -1.636  0.23
H 1.104 0.366 -2.252  0.24
H -0.580 0.032 -2.279  0.23
H -1.634 -1.550 0.748  0.24
H -1.332 -1.493 -0.994  0.23
H -0.401 -2.661 -0.146  0.26

Entry 14:
DFT (ωB97M-V/def2-TZVPD) results for a molecular structure, C3H9Cl4CrN3O22 at a distorted geometry.

Calculated values
HOMO energy (alpha / beta), eV: -4.16 / -4.16
Net charge: -2
Strongest force on any atom, eV/A: 2.31
Energy, eV: -131249.0035
2S+1: 5

Last column: natural (NBO) charge in e.
Element x y z (Å)
Cr -18.827 -20.611 1.318  1.43
Cl -21.136 -18.974 3.449  2.58
O -20.835 -17.663 2.970  -0.82
O -22.518 -19.287 3.227  -0.86
O -20.340 -19.948 2.680  -0.94
O -20.811 -19.135 4.830  -0.82
Cl -17.277 -17.168 1.912  2.58
O -16.016 -17.100 1.222  -0.88
O -17.118 -17.017 3.315  -0.82
O -18.159 -16.149 1.392  -0.87
O -17.859 -18.471 1.606  -0.93
Cl -16.210 -21.369 4.163  2.56
O -16.094 -22.769 4.524  -0.89
O -15.061 -20.953 3.434  -0.83
O -17.433 -21.232 3.353  -0.93
O -16.374 -20.564 5.351  -0.85
Cl -16.111 -22.381 0.224  2.56
O -17.584 -22.169 0.266  -0.93
O -15.489 -21.101 0.353  -0.82
O -15.744 -23.277 1.267  -0.82
O -15.820 -22.957 -1.063  -0.86
C -20.972 -21.812 -2.171  -0.49
N -21.031 -22.069 -0.708  0.57
O -20.319 -21.367 -0.015  -0.42
O -21.822 -22.874 -0.292  -0.33
H -21.469 -22.639 -2.657  0.22
H -19.918 -21.711 -2.429  0.27
H -21.438 -20.844 -2.333  0.24
C -18.126 -24.166 3.409  -0.48
N -19.477 -23.584 3.167  0.57
O -20.425 -24.000 3.805  -0.40
O -19.542 -22.707 2.341  -0.40
H -17.900 -23.894 4.436  0.27
H -17.430 -23.877 2.639  0.27
H -18.321 -25.243 3.441  0.20
C -16.832 -18.370 -1.813  -0.49
N -17.765 -19.521 -1.701  0.58
O -17.923 -20.238 -2.671  -0.39
O -18.310 -19.656 -0.634  -0.38
H -15.820 -18.717 -1.635  0.26
H -17.082 -17.653 -1.031  0.27
H -17.008 -17.890 -2.770  0.21

Entry 15:
DFT (ωB97M-V/def2-TZVPD) results for a molecular structure, C3H9ClCrN3O10 at a distorted geometry.

Calculated values
HOMO energy (alpha / beta), eV: -13.14 / -13.14
Net charge: +1
Strongest force on any atom, eV/A: 5.18
Energy, eV: -69119.2763
2S+1: 5

Last column: natural (NBO) charge in e.
Element x y z (Å)
Cr 3.261 -2.182 -1.268  1.68
Cl 1.161 -1.664 1.498  2.54
O 1.996 -2.491 0.619  -0.95
O 0.451 -0.739 0.660  -0.83
O 0.319 -2.582 2.178  -0.73
O 2.078 -0.982 2.386  -0.79
C -1.915 -2.918 -0.278  -0.48
N -2.555 -2.496 -1.538  0.53
O -3.638 -1.961 -1.521  -0.34
O -1.936 -2.704 -2.571  -0.41
H -1.995 -2.070 0.401  0.24
H -0.857 -3.121 -0.401  0.21
H -2.453 -3.757 0.154  0.25
C 2.365 1.920 0.249  -0.49
N 3.322 1.045 -0.461  0.58
O 3.255 -0.189 -0.393  -0.58
O 4.124 1.635 -1.126  -0.23
H 2.112 1.693 1.284  0.28
H 1.443 1.803 -0.322  0.26
H 2.857 2.885 0.209  0.26
C -1.577 2.395 0.500  -0.50
N -2.427 2.999 -0.553  0.53
O -3.605 2.726 -0.588  -0.34
O -1.870 3.747 -1.334  -0.39
H -1.057 1.495 0.181  0.23
H -2.022 2.317 1.487  0.25
H -0.836 3.195 0.550  0.22

Entry 16:
DFT (ωB97M-V/def2-TZVPD) results for 2 unconnected molecules or ions with the total composition C3H9ClN at a distorted geometry.

Calculated values
HOMO energy (alpha / beta), eV: -12.82 / -13.64
Net charge: +1
Strongest force on any atom, eV/A: 4.96
Energy, eV: -17258.5486

Last column: natural (NBO) charge in e.
Element x y z (Å)
C -1.443 -0.395 -0.543  -0.74
C 1.692 -1.165 0.022  -0.38
C -0.566 0.126 0.609  0.01
N -0.096 1.547 0.417  -0.72
Cl 2.713 -0.044 -0.738  0.06
H -1.487 -1.432 -0.267  0.26
H -1.097 -0.279 -1.546  0.24
H -2.558 -0.139 -0.489  0.27
H 2.058 -1.596 0.958  0.22
H 0.947 -1.592 -0.584  0.20
H -0.285 -0.508 1.413  0.24
H -0.149 2.288 1.065  0.45
H -0.646 1.699 -0.350  0.43
H 0.918 1.489 0.032  0.45